Record 1
56
Properties=species:S:1:pos:R:3:forces:R:3 method="wB97M-V/def2-TZVPD" multiplicity=1 lumo_energy_ev=-2.3 gap_ha=0.36607 charge=+1 homo_ev=-12.2
O -1.48350 -2.59461 3.95944 0.126 0.147 -0.085
C -0.68976 -3.53955 3.25654 0.183 0.000 0.021
C -0.45757 -3.18159 1.77295 -0.084 -0.163 0.242
C -0.72592 -1.72969 1.46046 -0.180 0.108 -0.104
N 0.29136 -0.77908 2.02153 0.081 0.235 -0.043
C 0.05018 0.60308 1.48443 -0.036 -0.095 -0.235
C 1.01736 1.58652 2.10840 -0.253 0.171 0.148
O 2.35407 1.21160 1.88726 0.003 -0.015 -0.109
C 2.60468 -0.08119 2.38964 0.021 0.021 0.113
C 1.72352 -1.12548 1.73254 -0.009 0.078 0.114
H -2.40614 -2.70267 3.71745 -0.173 -0.086 0.082
H -1.10645 -4.54358 3.34243 0.002 -0.018 -0.003
H 0.26479 -3.54972 3.78478 -0.009 0.004 0.023
H -1.11270 -3.76003 1.11780 -0.084 0.019 0.077
H 0.55406 -3.47350 1.49848 -0.066 -0.020 -0.201
H -1.67269 -1.42035 1.90149 0.030 0.047 -0.016
H -0.78597 -1.53403 0.39123 0.233 -0.100 0.013
H 0.17338 -0.73712 3.03856 -0.094 -0.182 0.008
H 0.21280 0.53580 0.40766 -0.001 -0.028 0.008
H -0.99315 0.86645 1.65307 0.028 0.026 0.157
H 0.80985 1.69653 3.18305 0.076 -0.073 0.015
H 0.85418 2.56154 1.65115 0.112 0.005 -0.019
H 3.65123 -0.31630 2.20997 -0.004 0.039 -0.070
H 2.44271 -0.09971 3.47859 0.022 0.007 -0.002
H 1.95114 -2.10619 2.14097 -0.070 -0.043 -0.048
H 1.82601 -1.13678 0.64847 0.048 -0.112 0.012
C -0.98040 -4.39122 -3.63650 0.023 0.022 -0.001
C 0.41637 -4.18532 -4.23812 -0.011 0.013 0.031
C 1.04774 -2.98191 -3.52647 0.015 -0.079 -0.094
S 0.31617 -2.94698 -1.88723 0.083 -0.075 -0.246
O -0.46238 -1.73376 -1.73706 0.025 0.035 0.072
O 1.30796 -3.25089 -0.87846 -0.038 0.089 0.105
C -0.79745 -4.32702 -2.12216 -0.031 -0.048 -0.074
H -1.41576 -5.34222 -3.93651 0.001 -0.001 -0.007
H -1.65441 -3.59687 -3.96224 -0.008 0.001 0.006
H 1.02461 -5.07515 -4.06946 -0.001 -0.001 0.013
H 0.37238 -4.01624 -5.31188 0.004 -0.004 -0.003
H 2.12543 -3.06087 -3.40818 0.005 0.039 0.023
H 0.79285 -2.03631 -4.00118 -0.032 0.016 0.033
H -1.71282 -4.13397 -1.56669 0.024 0.034 0.028
H -0.29555 -5.21347 -1.73408 0.008 0.003 0.002
C 0.48722 5.05809 -0.85980 -0.047 0.038 0.009
C 0.33858 6.39973 -0.12678 -0.028 -0.010 -0.022
C -0.97133 7.03876 -0.60086 0.095 0.033 0.054
S -2.05672 5.67586 -1.05397 -0.016 -0.049 0.021
O -2.30780 5.72779 -2.46878 -0.027 0.007 -0.052
O -3.14536 5.56554 -0.12041 -0.040 -0.007 0.023
C -0.86838 4.36708 -0.74389 0.236 -0.042 0.041
H 1.28824 4.45259 -0.43515 0.012 0.007 -0.008
H 0.72294 5.22868 -1.91181 -0.002 -0.005 -0.005
H 0.29554 6.22636 0.95044 -0.010 -0.012 0.002
H 1.18307 7.05920 -0.31816 0.005 0.002 0.011
H -1.47332 7.62408 0.16499 -0.026 0.006 -0.018
H -0.83825 7.63982 -1.49807 -0.018 -0.029 -0.027
H -1.03346 3.57296 -1.46869 -0.076 0.031 -0.020
H -1.05319 4.00527 0.26883 -0.029 0.014 0.002



Record 2
59
Properties=species:S:1:pos:R:3:forces:R:3 method="wB97M-V/def2-TZVPD" multiplicity=1 lumo_energy_ev="-1.3 / -1.3" gap_ha="0.23817 / 0.23812" relative_energy_kcal_mol=43.4 homo_ev="-7.8 / -7.8"
Ir -0.32077 0.37592 -0.09362 -4.118 0.954 0.440
C -4.60911 -1.72239 0.01530 0.137 0.125 -0.078
C -3.49063 -0.70412 -0.06270 -0.320 -0.376 -0.112
S -1.90893 -1.35664 -0.17899 1.903 0.354 0.394
C -3.70816 0.61687 -0.05600 -0.235 0.265 -0.058
C -5.07485 1.24514 0.02120 0.245 0.193 -0.006
S -2.41752 1.74604 -0.15521 2.262 -1.208 0.224
H -4.18509 -2.72383 0.01621 -0.095 -0.045 0.014
H -5.28104 -1.63125 -0.84002 -0.019 -0.058 0.010
H -5.19524 -1.59152 0.92604 -0.001 -0.046 0.006
H -5.86718 0.50231 0.01144 0.004 -0.020 -0.010
H -5.21204 1.92394 -0.82268 -0.107 -0.014 0.005
H -5.15801 1.84186 0.93168 -0.086 -0.021 0.006
C -0.69765 3.30314 2.54240 -0.392 -0.184 -0.189
As 0.36972 1.88822 1.73525 1.009 0.258 -0.902
C 1.14457 1.11433 3.33142 -0.190 -0.462 -0.036
C 1.95981 2.83053 1.11367 0.102 -0.023 0.296
C 1.89442 3.86597 -0.01533 0.176 0.069 0.013
C 3.23997 3.82576 -0.74807 -0.124 -0.010 0.048
C 0.76205 3.60913 -1.01584 0.079 0.175 -0.306
As 0.50554 1.86464 -1.87381 0.001 0.630 0.864
C 1.88903 1.72262 -3.22923 0.163 -0.416 0.128
C -0.91252 2.45033 -3.07139 -0.183 -0.266 -0.110
C 1.62895 5.27446 0.55385 0.020 -0.154 0.160
As 2.80302 6.26743 1.83434 0.020 0.053 -0.108
C 3.93801 4.96726 2.78758 -0.012 -0.036 -0.046
C 4.21964 6.88006 0.61510 0.049 -0.009 0.009
H -0.04029 4.00576 3.05376 0.124 -0.106 -0.020
H -1.37916 2.85538 3.26462 -0.015 -0.010 -0.017
H -1.29138 3.82948 1.79828 0.028 -0.017 -0.026
H 1.47584 1.90728 4.00103 -0.057 0.104 -0.099
H 1.98745 0.48644 3.04967 -0.006 0.031 -0.073
H 0.40140 0.49865 3.83661 0.007 0.005 0.014
H 2.63382 2.01984 0.83374 -0.057 -0.065 0.038
H 2.38487 3.29353 2.00226 0.048 -0.012 -0.011
H 3.37273 2.85212 -1.22061 0.091 0.018 -0.003
H 4.05700 3.96499 -0.04126 0.039 -0.001 -0.045
H 3.30077 4.60843 -1.50841 0.001 0.000 -0.013
H 0.85116 4.34603 -1.82130 -0.067 0.002 -0.005
H -0.20734 3.78061 -0.53278 -0.016 0.002 -0.043
H 2.07610 2.71569 -3.63607 -0.093 0.043 0.064
H 1.50597 1.07631 -4.01817 -0.010 0.002 0.003
H 2.80430 1.29161 -2.83700 -0.035 0.005 0.054
H -0.55395 3.22851 -3.74564 0.170 -0.038 0.043
H -1.76004 2.81889 -2.50221 0.038 0.006 0.034
H -1.24754 1.59640 -3.66076 -0.017 0.007 -0.001
H 0.65321 5.25596 1.04729 0.004 0.084 0.003
H 1.53330 5.98043 -0.27829 -0.007 0.034 0.034
H 3.38656 4.44430 3.56779 -0.027 0.014 -0.009
H 4.71357 5.55953 3.27499 -0.020 0.038 -0.011
H 4.41946 4.24079 2.13530 -0.009 -0.005 -0.003
H 3.79585 7.42446 -0.22807 -0.056 -0.009 0.019
H 4.83509 6.06330 0.24220 -0.035 -0.019 -0.019
H 4.85887 7.56598 1.17103 -0.015 0.011 0.003
F 3.35096 -1.84899 -0.14766 -0.062 -0.085 0.133
B 2.85510 -0.65580 0.29714 0.228 0.239 -0.294
F 2.66463 0.23907 -0.79253 0.085 -0.096 0.095
F 3.65730 -0.03394 1.24825 -0.046 -0.074 0.124
F 1.53707 -0.84665 0.89722 -0.505 0.162 -0.626



Record 3
86
Properties=species:S:1:pos:R:3:forces:R:3 method="wB97M-V/def2-TZVPD" multiplicity=1 lumo_energy_ev=1.2 gap_ha=0.34967 relative_energy_kcal_mol=0.0 charge=-1 homo_ev=-8.3
As 6.42347 10.43264 -24.22815 -0.212 0.217 -0.847
F 5.26855 9.21346 -23.53914 1.859 1.208 -0.525
F 5.35418 10.41570 -25.78130 1.172 -0.002 1.800
F 7.43431 11.64124 -25.05972 -1.012 -0.424 0.866
F 7.56472 10.57343 -22.76761 -2.259 -0.456 -2.017
F 7.49417 9.20435 -24.99802 -1.491 0.968 1.199
F 5.26183 11.70841 -23.56900 1.768 -1.316 -0.682
O 5.82795 5.61638 -19.20782 -0.292 0.860 -3.289
S 5.79517 5.69415 -20.68711 -0.402 -2.863 0.577
O 6.19166 4.45209 -21.40696 -0.840 3.060 1.087
O 4.19562 6.07181 -21.11524 1.735 -0.831 1.360
C 3.76525 5.91329 -22.46120 0.443 1.353 -1.798
C 2.34948 5.34112 -22.74175 2.680 -0.004 1.317
C 6.64905 7.17154 -21.29210 -0.456 0.506 0.913
H 4.42664 5.32676 -23.09889 0.511 -0.566 0.837
H 3.90796 6.89119 -22.92103 -0.433 0.391 -0.029
H 2.62292 4.92766 -23.71251 -1.453 0.044 -0.312
H 1.54181 6.06380 -22.62558 0.047 -0.400 -0.253
H 2.37243 4.52528 -22.01926 -1.030 -0.257 -0.121
H 7.71601 7.25314 -21.08465 0.050 -1.008 -0.250
H 6.27162 7.94318 -20.62112 -0.492 0.123 -0.203
H 6.39923 7.42174 -22.32316 -0.026 -0.340 0.083
O 11.84113 12.22120 -26.09999 -0.930 0.551 0.283
S 11.06844 13.38818 -25.73491 0.798 0.656 0.271
O 10.65638 13.59136 -24.36681 -0.130 -0.270 -1.133
O 11.97408 14.68614 -26.15598 -0.312 -1.016 1.003
C 13.35460 14.37835 -26.40858 0.285 1.104 -1.463
C 14.07999 15.70014 -26.37973 1.047 0.055 0.471
C 9.80498 13.73064 -26.97821 1.374 -0.150 1.085
H 13.37947 13.99441 -27.42842 0.225 -0.522 0.144
H 13.84232 13.70812 -25.70076 -0.545 -0.176 -0.042
H 14.28218 15.89996 -25.32746 -0.226 0.708 -0.048
H 13.64133 16.54181 -26.91569 -0.533 -0.210 0.309
H 15.06820 15.61178 -26.83110 0.129 -0.378 -0.063
H 10.47542 13.67216 -27.83564 -0.751 -0.415 -0.465
H 9.55615 14.78358 -26.84589 -0.480 -0.265 0.145
H 9.02472 12.98026 -26.85080 -0.030 0.289 -0.407
C 7.72000 7.04765 -27.36440 0.374 -1.295 0.983
Br 7.98769 6.20364 -29.12256 -0.480 0.669 0.907
Br 9.37082 6.74533 -26.29908 -0.819 0.365 -0.578
Br 6.20842 6.20739 -26.31131 0.871 0.645 -0.995
H 7.52907 8.12031 -27.39693 0.065 -0.338 -0.263
C 3.57655 12.28879 -20.84703 -2.829 0.141 -0.153
C 2.12138 12.93115 -21.27359 2.719 -0.658 -0.259
O 1.69618 13.66035 -20.17567 0.210 0.120 2.739
S 2.80753 13.77302 -18.93399 -0.792 2.854 -1.190
O 2.41240 12.94870 -17.82604 0.856 -0.155 -1.365
O 2.93236 15.21174 -18.65848 0.443 -3.213 -0.827
O 4.06474 13.20584 -19.90326 -0.626 1.654 1.989
H 4.21438 12.19352 -21.72578 0.172 0.041 0.423
H 3.41476 11.37719 -20.27179 0.022 -0.490 -0.663
H 1.41097 12.15316 -21.55314 0.028 0.213 -0.047
H 2.31684 13.70442 -22.01653 -0.164 -0.538 -0.654
C 6.85617 11.54029 -28.28797 0.500 -3.004 1.466
C 6.05167 10.55956 -29.10312 -1.790 0.993 0.447
O 6.98953 9.69704 -29.79351 0.129 -0.063 0.271
S 8.47123 10.34231 -29.87337 1.048 0.929 -1.587
O 8.88077 10.65174 -31.29871 -1.646 -0.848 4.912
O 9.42515 9.59662 -29.03149 -2.467 1.759 -1.666
O 7.90416 11.72972 -29.12566 4.623 1.603 -4.378
H 7.45111 11.00203 -27.55012 -1.580 -0.006 1.781
H 6.38485 12.45901 -27.93881 0.084 -0.185 -0.274
H 5.43310 11.15677 -29.77306 0.388 -0.255 -0.861
H 5.28989 10.07180 -28.49493 0.648 -1.005 -0.014
C 7.77493 13.72000 -21.54749 -0.686 1.076 -1.522
C 7.37612 14.79656 -22.62988 -1.919 -2.625 -0.495
O 7.25899 16.10492 -22.09867 1.336 0.013 2.294
S 7.90639 16.11974 -20.53139 -1.892 -2.267 0.870
O 6.82048 16.13102 -19.50936 2.781 -0.039 -3.072
O 8.99836 17.03973 -20.39040 -0.979 -1.000 -0.503
O 8.51631 14.50763 -20.69603 1.059 2.758 2.296
H 8.34301 12.92638 -22.03284 0.558 0.331 0.153
H 6.96458 13.19979 -21.03679 -0.425 0.479 0.041
H 6.37618 14.45803 -22.90121 -0.202 0.457 -0.450
H 7.99609 14.68507 -23.51943 0.413 0.696 0.316
C 2.78048 11.58541 -27.34847 -0.935 0.274 1.421
C 2.33816 10.20828 -26.83139 0.856 0.632 0.673
O 1.18622 9.91126 -27.57684 -0.226 1.013 -1.996
S 1.50030 10.50440 -29.07990 -1.635 -1.327 -2.407
O 0.35929 11.28591 -29.52169 1.540 -1.286 0.694
O 1.97795 9.37127 -29.87759 -0.530 2.473 1.459
O 2.68897 11.57798 -28.78351 0.288 -2.207 -0.088
H 3.71314 11.85565 -26.85328 0.318 0.161 -0.911
H 1.99312 12.32014 -27.18014 0.150 0.081 1.290
H 2.06949 10.26557 -25.77657 0.065 -0.012 -0.078
H 3.07049 9.41549 -26.98399 0.287 0.160 0.068